Molecular formula: C4H10N3O
Method: DFT, ωB97M-V/def2-TZVPD

```
! wB97M-V def2-TZVPD RIJCOSX def2/J DEFGRID3
* xyz 1 3
C 1.707 0.421 0.086
C -1.335 0.572 0.807
C -2.115 -0.890 -1.126
C -1.042 -0.063 -0.559
N -0.016 0.169 -1.303
N 2.564 1.123 0.841
N 1.734 -0.903 0.160
O 0.914 1.025 -0.745
H -2.399 1.032 0.820
H -1.612 -0.244 1.420
H -0.605 1.386 0.959
H -2.352 -0.849 -2.252
H -3.016 -0.745 -0.607
H -1.841 -1.988 -1.139
H 2.427 2.123 0.816
H 3.234 0.601 1.391
H 1.476 -1.464 -0.559
H 2.275 -1.308 0.989
*
```

Output
Molar mass, g/mol: 116.14
HOMO (spin up / spin down), Ha: -0.363 / -0.548
DFT total energy, eV: -10814.56377
Relative energy (zero: lowest compared OMol25 entry of this formula, charge and spin), eV: 3.0813
E_LUMO (spin up / spin down), Ha: -0.1234 / -0.2694
<S²>: 2.01

***

Molecular formula: C81H181N11O12
Method: DFT, ωB97M-V/def2-TZVPD

```
! wB97M-V def2-TZVPD RIJCOSX def2/J DEFGRID3
* xyz 0 1
C 2.050 -3.206 5.403
C 1.494 -3.299 6.843
C 0.561 -4.520 6.970
C 2.743 -3.552 7.747
C 3.658 -2.340 7.918
C 2.922 -1.160 8.434
C 1.636 -0.851 7.546
C 0.815 0.087 8.495
C 2.217 -0.038 6.298
N 0.815 -2.070 7.204
O -0.321 -1.756 6.496
H 2.504 -4.158 5.130
H 1.241 -2.905 4.737
H 2.848 -2.464 5.378
H 0.311 -4.849 7.978
H -0.398 -4.339 6.485
H 0.962 -5.306 6.330
H 2.386 -3.912 8.712
H 3.332 -4.363 7.319
H 4.411 -2.572 8.672
H 4.318 -2.226 7.058
H 3.600 -0.354 8.154
H 2.786 -1.267 9.510
H 1.475 0.933 8.685
H 0.598 -0.427 9.431
H -0.108 0.471 8.061
H 3.195 -0.280 5.882
H 2.290 1.018 6.558
H 1.496 -0.101 5.483
H -1.051 -2.115 7.005
C 3.807 -0.225 -4.061
C 4.442 -0.382 -5.444
C 4.320 0.912 -6.292
C 6.020 -0.668 -5.170
C 6.270 -2.139 -4.750
C 5.626 -3.105 -5.763
C 4.036 -2.897 -6.009
C 3.755 -3.780 -7.245
C 3.275 -3.456 -4.802
N 3.813 -1.461 -6.280
O 2.560 -1.175 -6.793
H 2.720 -0.199 -4.144
H 4.127 -0.981 -3.343
H 4.137 0.732 -3.657
H 3.323 1.349 -6.236
H 4.928 1.717 -5.880
H 4.648 0.819 -7.327
H 6.671 -0.318 -5.972
H 6.404 -0.006 -4.394
H 7.316 -2.355 -4.533
H 5.793 -2.306 -3.784
H 5.788 -4.121 -5.403
H 6.183 -3.092 -6.700
H 4.100 -4.808 -7.138
H 4.257 -3.405 -8.137
H 2.714 -3.926 -7.532
H 3.749 -3.361 -3.825
H 3.039 -4.517 -4.885
H 2.371 -2.855 -4.701
H 2.845 -1.038 -7.700
C -4.449 2.963 0.187
C -4.393 4.424 -0.103
C -5.683 4.920 -0.732
C -4.139 5.230 1.243
C -2.738 5.095 1.897
C -1.666 5.434 0.881
C -1.760 4.719 -0.561
C -0.999 5.682 -1.534
C -1.201 3.266 -0.388
N -3.178 4.751 -0.979
O -3.349 4.173 -2.278
H -4.511 2.462 -0.780
H -3.615 2.571 0.770
H -5.301 2.630 0.779
H -5.951 4.615 -1.744
H -6.491 4.604 -0.072
H -5.527 5.994 -0.830
H -4.145 6.296 1.018
H -4.790 5.017 2.092
H -2.632 5.735 2.772
H -2.704 4.126 2.394
H -0.748 5.114 1.374
H -1.287 6.452 0.967
H -1.079 5.416 -2.588
H 0.059 5.754 -1.283
H -1.522 6.638 -1.513
H -1.668 2.557 -1.072
H -1.341 3.013 0.663
H -0.122 3.155 -0.492
H -3.191 3.231 -2.179
C 2.332 3.629 1.264
C 2.084 3.075 2.641
C 0.592 2.838 3.022
C 2.648 1.617 2.731
C 4.123 1.515 3.117
C 4.492 2.319 4.308
C 4.047 3.827 4.199
C 4.226 4.427 5.556
C 5.140 4.373 3.252
N 2.669 3.970 3.733
O 2.128 5.289 3.640
H 2.266 2.901 0.456
H 1.733 4.502 1.005
H 3.329 4.066 1.213
H 0.186 1.945 2.547
H 0.481 2.673 4.094
H 0.034 3.715 2.693
H 2.159 0.985 3.473
H 2.557 1.105 1.774
H 4.401 0.489 3.358
H 4.750 1.712 2.247
H 5.571 2.187 4.397
H 4.111 1.843 5.212
H 5.280 4.574 5.791
H 3.758 3.860 6.361
H 3.817 5.432 5.665
H 6.123 4.511 3.704
H 4.800 5.345 2.892
H 5.303 3.720 2.395
H 1.430 5.133 4.280
C 6.878 6.413 -4.360
C 5.782 5.586 -3.686
C 5.982 4.053 -4.013
C 5.938 5.792 -2.150
C 4.714 5.380 -1.359
C 3.493 6.091 -1.889
C 3.246 5.909 -3.371
C 2.662 4.557 -3.764
C 2.300 7.027 -3.825
N 4.469 6.243 -4.084
O 4.296 6.204 -5.459
H 6.676 7.477 -4.237
H 7.845 6.266 -3.878
H 7.047 6.328 -5.433
H 5.765 3.893 -5.069
H 7.022 3.851 -3.756
H 5.307 3.320 -3.573
H 6.811 5.228 -1.821
H 6.153 6.837 -1.927
H 4.534 4.313 -1.225
H 4.876 5.688 -0.326
H 3.475 7.144 -1.607
H 2.633 5.686 -1.357
H 2.287 4.580 -4.787
H 1.851 4.188 -3.136
H 3.364 3.726 -3.827
H 1.515 7.160 -3.080
H 1.865 6.749 -4.785
H 2.712 8.007 -4.066
H 4.291 7.135 -5.695
C -7.804 -1.180 3.588
C -6.233 -1.179 3.819
C -5.662 -2.454 4.375
C -5.626 -0.946 2.424
C -4.201 -0.553 2.456
C -4.045 0.713 3.285
C -4.557 0.536 4.781
C -3.442 -0.301 5.505
C -4.723 1.901 5.508
N -5.943 -0.048 4.720
O -6.518 -0.203 5.956
H -8.011 -1.962 2.858
H -8.351 -1.346 4.516
H -8.168 -0.195 3.297
H -6.170 -3.303 3.919
H -4.590 -2.555 4.206
H -5.914 -2.583 5.428
H -5.562 -1.881 1.868
H -6.189 -0.324 1.729
H -3.590 -1.423 2.698
H -4.100 -0.380 1.385
H -4.753 1.407 2.832
H -3.021 1.085 3.265
H -3.007 -1.103 4.909
H -3.913 -0.781 6.363
H -2.607 0.330 5.810
H -3.823 2.372 5.903
H -5.403 1.829 6.356
H -5.245 2.641 4.902
H -7.324 0.286 5.779
C -2.761 -9.187 3.722
C -3.374 -7.751 3.368
C -4.737 -7.827 2.678
C -3.402 -7.022 4.795
C -3.289 -5.484 4.719
C -2.196 -4.974 3.732
C -2.210 -5.651 2.364
C -3.309 -5.045 1.418
C -0.845 -5.351 1.734
N -2.373 -7.149 2.452
O -2.172 -7.870 1.204
H -3.427 -9.767 4.361
H -2.582 -9.822 2.854
H -1.711 -9.152 4.012
H -4.695 -8.239 1.670
H -5.474 -8.489 3.132
H -5.298 -6.913 2.487
H -4.369 -7.351 5.174
H -2.658 -7.454 5.464
H -4.188 -4.988 4.354
H -3.085 -5.231 5.759
H -1.224 -5.174 4.182
H -2.300 -3.894 3.624
H -3.498 -5.612 0.506
H -3.097 -4.028 1.087
H -4.266 -5.003 1.938
H -0.910 -5.688 0.699
H -0.104 -5.891 2.325
H -0.667 -4.276 1.709
H -1.303 -8.279 1.219
C -3.974 1.483 -7.715
O -4.307 0.956 -6.349
C -3.460 1.391 -5.282
C -4.165 0.902 -4.052
C -5.422 1.647 -3.766
N -3.387 0.878 -2.804
H -2.951 1.215 -7.980
H -3.955 2.569 -7.622
H -4.676 1.200 -8.498
H -2.478 0.921 -5.332
H -3.337 2.474 -5.301
H -4.433 -0.151 -4.135
H -5.868 1.330 -2.823
H -6.180 1.389 -4.505
H -5.262 2.724 -3.720
H -3.888 0.417 -2.058
H -2.562 0.308 -2.929
C 4.096 -0.687 -0.150
O 2.883 -1.366 0.022
C 2.984 -2.800 -0.243
C 1.950 -3.586 0.502
C 2.137 -3.705 1.962
N 1.754 -4.901 -0.030
H 4.888 -1.024 0.518
H 4.014 0.309 0.285
H 4.566 -0.797 -1.128
H 2.748 -2.924 -1.300
H 3.920 -3.316 -0.029
H 0.948 -3.170 0.399
H 1.455 -4.278 2.589
H 2.348 -2.756 2.456
H 3.075 -4.227 2.154
H 1.316 -4.927 -0.939
H 1.120 -5.418 0.562
C -3.133 -2.291 -6.810
O -2.989 -2.510 -8.242
C -4.130 -2.051 -8.939
C -4.126 -2.662 -10.315
C -2.747 -2.612 -11.076
N -5.080 -2.072 -11.182
H -2.088 -2.263 -6.500
H -3.854 -3.015 -6.431
H -3.512 -1.286 -6.627
H -5.037 -2.304 -8.389
H -4.118 -0.963 -9.011
H -4.368 -3.724 -10.279
H -2.919 -3.015 -12.074
H -1.915 -3.058 -10.532
H -2.416 -1.582 -11.212
H -5.701 -2.779 -11.548
H -5.688 -1.530 -10.584
C 0.098 -1.234 3.079
O 0.361 -1.132 1.698
C -0.755 -0.702 0.873
C -0.388 -0.643 -0.578
N 0.598 0.467 -0.734
C 1.131 0.534 -2.092
C 0.087 0.626 -3.220
O -0.699 -0.521 -3.473
C -0.051 -1.697 -3.941
H 1.016 -1.285 3.665
H -0.348 -2.196 3.333
H -0.556 -0.456 3.472
H -1.084 0.271 1.237
H -1.568 -1.397 1.080
H -1.258 -0.511 -1.223
H 0.067 -1.583 -0.892
H 1.311 0.410 -0.020
H 1.793 -0.318 -2.245
H 1.616 1.497 -2.253
H 0.704 0.783 -4.105
H -0.481 1.510 -2.933
H -0.853 -2.287 -4.385
H 0.464 -2.329 -3.217
H 0.683 -1.489 -4.719
*
```

Output
SMILES string: CC1(C)CCCC(C)(C)N1O.CC1(C)CCCC(C)(C)N1O.CC1(C)CCCC(C)(C)N1O.CC1(C)CCCC(C)(C)N1O.CC1(C)CCCC(C)(C)N1O.CC1(C)CCCC(C)(C)N1O.CC1(C)CCCC(C)(C)N1O.COC[C@H](C)N.COC[C@H](C)N.COC[C@H](C)N.COCCNCCOC
Molar mass, g/mol: 1501.40
HOMO, Ha: -0.291
DFT total energy, eV: -127876.96253
E_LUMO, Ha: 0.0138

***

Molecular formula: CH3N4
Method: DFT, ωB97M-V/def2-TZVPD

```
! wB97M-V def2-TZVPD RIJCOSX def2/J DEFGRID3
* xyz 1 1
C 0.789 -0.594 -0.021
N -2.849 1.089 -0.052
N -1.767 1.078 -0.083
N 0.725 -1.774 0.011
N 0.861 0.689 0.090
H 0.694 -2.769 -0.418
H -0.164 1.087 0.023
H 1.711 1.194 0.450
*
```

Output
Molar mass, g/mol: 71.06
HOMO, Ha: -0.620
DFT total energy, eV: -7038.31264
Relative energy (zero: lowest compared OMol25 entry of this formula, charge and spin), eV: 0.2792
E_LUMO, Ha: -0.1603

***

Molecular formula: C3H9NO2
Method: DFT, ωB97M-V/def2-TZVPD

```
! wB97M-V def2-TZVPD RIJCOSX def2/J DEFGRID3
* xyz 0 1
C 0.748 0.595 -1.242
C -0.303 -0.193 -0.468
C 0.297 -0.890 0.706
N 0.311 -2.265 0.695
O 0.921 -0.335 1.595
H 0.571 0.435 -2.299
H 0.609 1.684 -1.183
H 1.757 0.386 -0.910
H -0.740 -0.962 -1.126
H -1.260 0.309 -0.324
H 0.043 -2.908 -0.031
H 0.553 -2.701 1.565
O -1.491 2.420 0.817
H -0.685 2.886 1.051
H -1.332 1.539 1.152
*
```

Output
SMILES string: CCC(N)=O.O
Molar mass, g/mol: 91.11
HOMO, Ha: -0.369
DFT total energy, eV: -8842.13330
Relative energy (zero: lowest compared OMol25 entry of this formula, charge and spin), eV: 0.8219
E_LUMO, Ha: 0.0297

***

Molecular formula: C19H15BrCl2FeN2O3
Method: DFT, ωB97M-V/def2-TZVPD

```
! wB97M-V def2-TZVPD RIJCOSX def2/J DEFGRID3
* xyz 0 1
Fe 0.198 -0.486 -1.400
Br 5.968 -0.284 3.074
C 4.703 -0.258 1.661
C 5.149 -0.333 0.330
C 4.251 -0.311 -0.699
C 2.849 -0.231 -0.474
O 2.055 -0.182 -1.490
C 2.419 -0.157 0.884
C 1.053 0.003 1.268
N 0.034 -0.103 0.481
C -1.279 0.160 0.933
C -1.708 0.183 2.235
C -3.051 0.492 2.545
C -3.955 0.763 1.558
C -3.552 0.711 0.202
C -4.434 0.953 -0.879
C -3.979 0.855 -2.161
C -2.633 0.493 -2.373
N -1.787 0.277 -1.397
C -2.222 0.392 -0.109
C 3.370 -0.160 1.929
H 6.209 -0.408 0.127
H 4.580 -0.366 -1.728
H 0.892 0.264 2.313
H -1.025 -0.047 3.041
H -3.359 0.507 3.582
H -4.984 1.001 1.794
H -5.467 1.208 -0.672
H -4.625 1.030 -3.008
H -2.251 0.379 -3.380
H 3.026 -0.089 2.954
Cl 0.883 2.892 -0.942
C -0.050 4.386 -0.826
Cl -1.797 4.109 -0.790
H 0.174 4.996 -1.693
H 0.225 4.888 0.093
C 0.946 -4.515 -0.770
O 1.124 -3.097 -0.747
C 0.133 -2.366 -1.326
O -0.823 -2.943 -1.830
H 1.816 -4.929 -0.268
H 0.888 -4.879 -1.795
H 0.033 -4.798 -0.248
*
```

Output
Molar mass, g/mol: 526.00
HOMO (spin up / spin down), Ha: -0.275 / -0.276
DFT total energy, eV: -158543.31423
E_LUMO (spin up / spin down), Ha: -0.0276 / -0.0278

***

Molecular formula: C11H15BrClEuO2Pd
Method: DFT, ωB97M-V/def2-TZVPD

```
! wB97M-V def2-TZVPD RIJCOSX def2/J DEFGRID3
* xyz 0 11
Eu 1.027 -0.063 0.169
Cl 3.386 -0.251 1.090
C 0.843 2.415 -0.079
H -0.205 2.562 0.247
H 1.055 2.863 -1.060
H 1.567 2.680 0.709
Pd 2.205 0.268 -3.741
C 2.492 -1.737 -3.593
C 3.833 1.467 -3.791
C 0.547 1.012 -4.259
H 3.537 2.449 -4.189
H 4.133 1.530 -2.727
H 4.632 1.010 -4.404
H 1.561 -2.242 -3.904
H 3.339 -2.037 -4.238
H 2.716 -1.902 -2.520
H 0.273 2.020 -3.837
H -0.341 0.425 -4.593
Br 0.302 -0.890 3.919
C -1.599 -1.052 3.743
C -2.417 -1.193 4.874
C -3.810 -1.058 4.737
C -4.372 -0.781 3.492
C -3.555 -0.713 2.362
C -2.194 -0.928 2.476
C -1.318 -0.802 1.281
O -1.368 0.308 0.641
O -0.480 -1.721 0.983
H -1.957 -1.389 5.844
H -4.437 -1.148 5.620
H -5.444 -0.619 3.384
H -3.951 -0.485 1.365
*
```

Output
Molar mass, g/mol: 552.98
HOMO (spin up / spin down), Ha: -0.283 / -0.336
DFT total energy, eV: -121112.95465
E_LUMO (spin up / spin down), Ha: -0.0537 / -0.0768
<S²>: 30.05

***

What is the molar mass in the third record? 71.06 g/mol

***

Among the records above, which one has the highest DFT total energy? CH3N4